## w
Molecular formula: C39H105N3O12
Method: DFT, ωB97M-V/def2-TZVPD

Summary:
- Kohn-Sham gap (eV) = 9.376
- E_HOMO (Ha) = -0.340
- LUMO energy (eV) = 0.129

```
! wB97M-V def2-TZVPD RIJCOSX def2/J DEFGRID3
* xyz 0 1
C 0.43953 0.69880 6.58049
O 1.35213 1.48356 5.72385
C 2.46829 2.08414 6.36697
C 2.15669 3.15121 7.43628
C 1.58102 4.45510 6.90339
N 3.19188 3.47281 8.43612
H 1.01858 -0.09257 7.05644
H -0.27181 0.17571 5.94137
H -0.09100 1.24708 7.35896
H 3.15618 1.32622 6.74175
H 2.89865 2.61021 5.51483
H 1.34650 2.71617 8.02145
H 1.26268 5.14996 7.68052
H 0.72312 4.21667 6.27470
H 2.26337 5.07687 6.32382
H 4.05974 3.79058 8.02876
H 2.77138 4.22251 8.96643
C 4.22184 -3.02856 -2.79438
O 3.47475 -3.83181 -1.93213
C 2.48375 -4.52744 -2.65699
C 1.67120 -5.37163 -1.69789
C 2.38087 -6.47311 -0.86054
N 0.52246 -6.09999 -2.31239
H 3.65467 -2.23280 -3.27728
H 4.78077 -3.65884 -3.48607
H 4.93692 -2.55349 -2.12276
H 1.87207 -3.78656 -3.17181
H 3.01997 -5.10611 -3.40914
H 1.15216 -4.77697 -0.94618
H 1.67437 -6.97552 -0.19984
H 3.17689 -5.92510 -0.35642
H 2.87681 -7.24368 -1.45076
H -0.08214 -5.44932 -2.79322
H -0.04837 -6.30409 -1.50455
C -2.54253 3.59980 -4.52059
O -3.12378 2.97117 -5.64600
C -2.73085 3.56148 -6.90032
C -3.53354 4.83349 -7.26665
C -5.00185 4.54036 -7.53460
N -3.01780 5.41147 -8.47364
H -1.50604 3.26461 -4.48254
H -2.94960 3.28273 -3.56045
H -2.64463 4.68471 -4.54610
H -1.67026 3.81262 -6.91366
H -2.80790 2.90465 -7.76677
H -3.47134 5.61087 -6.50514
H -5.64626 5.30732 -7.96426
H -5.49711 4.17275 -6.63589
H -5.07605 3.66545 -8.18046
H -3.60132 6.20844 -8.68445
H -2.11523 5.83700 -8.31744
C -0.92673 -2.81421 -8.05423
C -0.74351 -1.74274 -6.99705
C -1.50487 -2.08196 -5.69211
O 0.67003 -1.83889 -6.70888
H -0.70241 -2.32319 -9.00116
H -1.91694 -3.26770 -8.09825
H -0.29179 -3.69975 -8.02644
H -0.88903 -0.72281 -7.35295
H -1.10415 -1.40603 -4.93670
H -1.44199 -3.11037 -5.33642
H -2.55506 -1.90012 -5.92042
H 1.16018 -2.02409 -7.51328
C -2.06136 -5.77501 2.07751
C -3.21574 -5.45028 1.14336
C -3.14183 -4.07154 0.55590
O -3.17168 -6.41487 0.11214
H -1.14640 -5.32040 1.69767
H -1.93926 -6.85440 2.16757
H -2.23956 -5.28310 3.03373
H -4.15746 -5.62357 1.66416
H -3.13220 -3.23053 1.24924
H -4.00288 -3.85657 -0.07693
H -2.21717 -4.00043 -0.01686
H -4.03069 -6.37416 -0.31453
C 2.29540 -5.29447 6.68210
C 1.19147 -6.05642 5.92078
C 1.59758 -7.35852 5.23042
O 0.10993 -6.31239 6.82930
H 3.17044 -5.13710 6.05152
H 2.65194 -5.90560 7.51125
H 2.01560 -4.29552 7.01664
H 0.74856 -5.42282 5.15234
H 2.20213 -7.07437 4.36909
H 0.75270 -7.87555 4.77548
H 2.05167 -8.11839 5.86641
H -0.03372 -5.52554 7.36018
C 5.27409 2.91648 -1.29163
C 5.12125 3.93634 -2.43556
C 4.57908 3.35581 -3.77011
O 4.31334 4.94464 -1.95659
H 4.33683 2.47376 -0.95453
H 5.64995 3.42701 -0.40495
H 6.03001 2.15066 -1.46540
H 6.11313 4.34031 -2.63824
H 5.07348 2.38443 -3.77982
H 4.95982 3.93599 -4.61067
H 3.49784 3.22746 -3.82056
H 3.44184 4.68216 -1.65134
C -0.61530 5.72698 1.64885
C 0.75497 5.94881 0.99979
C 1.96804 5.81903 1.90983
O 0.85653 4.88250 0.08692
H -1.42189 5.51996 0.94553
H -0.94910 6.55834 2.26975
H -0.48213 4.82604 2.24774
H 0.67969 6.91887 0.50845
H 2.85202 6.23749 1.42861
H 2.19452 4.79647 2.21178
H 1.90491 6.42554 2.81331
H 0.78873 4.06626 0.58767
C -5.60238 -0.06942 -2.97420
C -6.56645 0.57965 -3.92351
C -6.90355 2.04620 -3.46284
O -5.97254 0.52350 -5.17544
H -6.01610 -0.14677 -1.96874
H -4.56554 0.25289 -2.87840
H -5.63132 -1.11554 -3.27896
H -7.47238 -0.02536 -3.96025
H -6.02745 2.69087 -3.39248
H -7.37985 2.01133 -2.48304
H -7.62595 2.55768 -4.09894
H -5.15396 1.02485 -5.18874
C -4.28190 2.20852 2.61340
C -5.44110 3.20303 2.80084
C -6.38469 3.08810 1.66476
O -6.05971 2.84311 4.00607
H -3.57401 2.13533 3.43901
H -3.73537 2.60290 1.75674
H -4.73353 1.22814 2.46180
H -5.10048 4.22344 2.97647
H -7.29472 3.63300 1.91582
H -6.73573 2.07872 1.45022
H -5.93574 3.47561 0.75023
H -6.97873 2.60237 3.86809
C 0.65528 -1.32464 1.92991
C 1.05401 -0.20749 0.96796
C 0.28634 -0.37026 -0.33577
O 0.63939 1.04453 1.53686
H 1.30787 -1.32846 2.80296
H 0.81803 -2.31008 1.49342
H -0.37226 -1.33070 2.29356
H 2.12778 -0.31983 0.81803
H 0.50792 0.34078 -1.13165
H -0.78026 -0.25791 -0.14126
H 0.60358 -1.29383 -0.82001
H 0.58800 0.92895 2.48849
C 6.30155 -0.42292 3.67933
C 6.66335 -1.84549 3.75678
C 6.02461 -2.65611 2.57528
O 8.03984 -2.03931 3.65684
H 5.23791 -0.24188 3.52443
H 6.83040 0.07109 2.86423
H 6.41903 0.13066 4.61091
H 6.30111 -2.25371 4.70030
H 6.52491 -2.56201 1.61146
H 4.99438 -2.30971 2.49328
H 5.99915 -3.65204 3.01752
H 8.26902 -1.48906 2.90431
*
```



## x
Molecular formula: C39H105N3O12
Method: DFT, ωB97M-V/def2-TZVPD

Summary:
- Kohn-Sham gap (eV) = 9.699
- E_HOMO (Ha) = -0.339
- LUMO energy (eV) = 0.464

```
! wB97M-V def2-TZVPD RIJCOSX def2/J DEFGRID3
* xyz 0 1
C 8.15302 8.65572 16.47759
O 7.96539 8.13432 15.15805
C 9.16664 8.45781 14.40857
C 9.09924 7.84592 13.05433
C 10.20516 8.36783 12.15002
N 7.84107 8.25177 12.41273
H 9.09759 8.23886 16.95588
H 7.35118 8.23097 17.08813
H 8.16749 9.72289 16.51535
H 9.29764 9.54189 14.36708
H 10.07817 8.06447 14.97375
H 9.19471 6.76815 13.05955
H 10.05454 9.44095 12.03097
H 10.26186 7.88016 11.16401
H 11.13459 8.26600 12.67612
H 7.74005 7.77566 11.53053
H 6.96325 7.98110 12.99247
C 16.68778 10.32642 16.04620
O 15.80358 9.54547 15.31841
C 15.46933 10.00361 14.02815
C 14.41319 9.03085 13.45412
C 14.42607 9.00502 11.92015
N 13.13065 9.30495 14.02831
H 17.71275 10.06985 15.77430
H 16.65785 10.05096 17.11603
H 16.44967 11.41697 16.16615
H 15.05261 11.02914 14.01858
H 16.41654 10.09726 13.37816
H 14.83612 8.08652 13.82619
H 15.40243 9.20825 11.57180
H 13.77967 9.79288 11.58634
H 14.08975 8.15899 11.32535
H 12.74659 10.17011 13.72223
H 13.21718 9.37402 15.03899
C 7.56391 11.45544 19.16803
O 8.75827 12.10605 18.85981
C 8.65665 13.30811 18.00679
C 9.78999 14.30508 18.32773
C 9.77907 15.29704 17.18153
N 11.09229 13.62950 18.41973
H 7.88150 10.94254 20.08985
H 7.15424 10.90716 18.31298
H 6.71178 12.15616 19.50795
H 8.59564 12.93986 16.96002
H 7.66951 13.75401 18.17901
H 9.53226 14.66106 19.33173
H 10.38562 16.15948 17.43210
H 8.79100 15.68865 17.02229
H 10.18210 14.87940 16.24568
H 11.23385 13.07660 17.61911
H 11.19280 12.98372 19.19779
C 13.43842 15.73990 17.52143
C 14.72929 16.56491 17.40735
C 15.90651 16.08444 18.28459
O 15.16979 16.49048 16.09061
H 13.76007 14.72247 17.38305
H 12.68515 16.04340 16.83987
H 12.99553 15.75626 18.50478
H 14.55478 17.60168 17.61808
H 15.63321 15.91679 19.27037
H 16.74483 16.80907 18.22751
H 16.28897 15.15172 17.93602
H 15.43691 15.56910 15.92776
C 12.54615 17.15960 7.47125
C 13.59608 16.47972 8.45475
C 13.21083 16.75100 9.92450
O 13.42614 15.12982 8.16291
H 12.63576 16.81308 6.45387
H 12.61628 18.25010 7.45641
H 11.62931 16.75908 7.90450
H 14.61671 16.57871 8.13221
H 12.13185 16.39083 10.07963
H 13.30060 17.75318 10.32351
H 13.89898 16.20970 10.58388
H 12.60882 14.77525 8.51413
C 6.32344 12.32961 10.93054
C 6.83302 12.02783 12.26722
C 5.89427 11.45907 13.34843
O 8.05444 11.23096 12.10321
H 7.17965 12.39196 10.23056
H 5.86247 13.31188 10.91338
H 5.50823 11.65397 10.51728
H 7.20740 12.93782 12.73952
H 5.34690 10.59460 12.98816
H 5.25519 12.29065 13.63915
H 6.55289 11.25516 14.23644
H 7.88930 10.22820 12.20411
C 8.45258 16.01711 11.76300
C 8.23914 16.24684 13.31144
C 7.87529 17.63812 13.76079
O 7.19424 15.25509 13.56829
H 8.65650 14.95053 11.55462
H 9.26528 16.58662 11.30021
H 7.53037 16.40847 11.25691
H 9.16815 15.90202 13.79622
H 8.64884 18.46560 13.48750
H 7.72894 17.58132 14.85627
H 6.90783 17.87066 13.36658
H 6.86800 15.40165 14.46544
C 9.22171 14.51973 8.26986
C 9.81312 13.37636 9.03601
C 9.93187 12.06570 8.26372
O 11.03773 13.82162 9.60309
H 9.14153 15.48073 8.84979
H 8.23947 14.14009 8.04628
H 9.76425 14.69849 7.36874
H 9.10469 13.04481 9.83108
H 10.69717 11.48883 8.71803
H 10.27726 12.34304 7.27578
H 8.97666 11.54746 8.17433
H 11.23856 13.30433 10.42398
C 14.21429 11.34497 8.99071
C 15.18942 12.34264 9.56322
C 16.18626 12.67175 8.47568
O 14.57335 13.45761 10.14361
H 13.46749 10.89041 9.70670
H 14.80841 10.59872 8.45211
H 13.58590 11.87006 8.30601
H 15.61085 11.85794 10.44336
H 16.87935 13.46078 8.79034
H 15.70751 13.02362 7.60739
H 16.68244 11.78133 8.16172
H 14.16397 13.98582 9.42942
C 11.96862 17.87244 13.92602
C 13.18696 18.47946 13.21232
C 12.73962 19.55758 12.22737
O 14.04296 18.95707 14.24109
H 12.25888 16.85234 14.21984
H 11.14628 17.77050 13.22508
H 11.65017 18.43937 14.82068
H 13.66097 17.63349 12.78627
H 12.09986 19.14436 11.49982
H 13.57866 19.97115 11.81192
H 12.22168 20.36142 12.72242
H 14.27625 18.14115 14.67630
C 15.58435 14.99824 12.77411
C 16.15247 13.73580 13.41386
C 17.43582 13.34636 12.70063
O 16.42106 13.90881 14.82659
H 16.28699 15.82757 12.58134
H 14.74442 15.38540 13.37115
H 15.07553 14.63002 11.88904
H 15.42513 12.92471 13.36452
H 18.20978 14.11148 12.69768
H 17.27180 12.88360 11.68386
H 17.82749 12.53847 13.25428
H 16.75337 13.16682 15.29233
C 10.74056 12.33064 14.48759
C 10.79947 13.00217 13.11042
C 11.93682 13.88372 12.97771
O 10.76672 12.06024 12.06024
H 11.13144 13.02466 15.25567
H 11.43940 11.50325 14.40707
H 9.72224 11.94173 14.67390
H 9.83784 13.59724 12.91812
H 12.87689 13.39899 13.22699
H 11.86269 14.75308 13.71291
H 11.94058 14.36580 11.98260
H 9.83854 11.63790 11.97828
*
```



We find x to be the most stable, with the next structure 2.062 eV higher.